(1)
{"formula": "C5H6O2", "method": "ωB97M-V/def2-TZVPD", "elements": ["O", "C", "C", "O", "C", "C", "C", "H", "H", "H", "H", "H", "H"], "xyz": [[1.474, -0.492, -1.827], [0.666, -0.251, -0.959], [-0.806, -0.449, -1.224], [-1.708, 0.358, -0.423], [-1.495, 0.768, 0.799], [-0.149, 0.369, 1.365], [1.044, 0.220, 0.419], [-1.065, -1.498, -1.051], [-1.034, -0.211, -2.261], [1.570, 1.170, 0.299], [-0.372, -0.578, 1.883], [0.083, 1.070, 2.170], [1.791, -0.475, 0.811]], "mulliken_charge": [-0.562, 0.395, -0.362, -0.133, -0.410, -0.389, -0.363, 0.273, 0.314, 0.269, 0.279, 0.394, 0.295], "fmax_ha_per_bohr": 0.0087, "homo_lumo_gap_ev": 9.095, "total_energy_ev": -9374.094, "mol_weight_g_mol": 98.10, "total_charge": 0, "e_lumo_ev": 0.6, "relative_energy_ev": 3.001}


(2)
{"formula": "C25H33N3O3PV", "method": "ωB97M-V/def2-TZVPD", "elements": ["V", "C", "O", "C", "C", "C", "C", "C", "C", "N", "N", "C", "C", "C", "C", "O", "C", "N", "C", "C", "C", "C", "H", "H", "H", "H", "H", "H", "H", "H", "H", "H", "H", "H", "O", "C", "C", "C", "P", "C", "C", "C", "C", "C", "C", "H", "H", "H", "H", "H", "H", "H", "H", "H", "H", "H", "H", "H", "H", "H", "H", "H", "H", "H", "H", "H"], "xyz": [[-0.021, 1.008, -3.226], [0.592, -1.138, 4.462], [-0.527, -1.948, 4.154], [-1.599, -1.344, 3.569], [-2.590, -2.198, 3.081], [-3.727, -1.679, 2.494], [-3.879, -0.298, 2.375], [-2.909, 0.548, 2.872], [-1.762, 0.029, 3.467], [-5.119, 0.209, 1.837], [-5.288, 0.248, 0.613], [-4.183, -0.038, -0.271], [-4.048, -1.241, -0.904], [-3.012, -1.476, -1.825], [-2.096, -0.492, -2.150], [-1.120, -0.671, -3.010], [-2.264, 0.783, -1.509], [-1.382, 1.760, -1.867], [-1.488, 2.963, -1.344], [-2.484, 3.281, -0.410], [-3.383, 2.323, -0.029], [-3.294, 1.023, -0.579], [1.374, -1.816, 4.792], [0.368, -0.434, 5.269], [0.938, -0.586, 3.584], [-2.450, -3.266, 3.178], [-4.503, -2.337, 2.126], [-3.035, 1.620, 2.795], [-1.012, 0.708, 3.844], [-4.756, -2.034, -0.691], [-2.920, -2.440, -2.308], [-0.760, 3.690, -1.683], [-2.533, 4.285, -0.012], [-4.168, 2.552, 0.680], [0.832, 2.356, -3.474], [2.820, -1.204, 0.790], [1.684, -1.157, -0.232], [0.324, -1.093, 0.475], [1.749, 0.138, -1.545], [2.516, 1.683, -0.886], [1.754, 2.169, 0.351], [4.023, 1.725, -0.644], [2.936, -0.478, -2.825], [4.204, -1.187, -2.342], [2.193, -1.407, -3.790], [2.691, -2.089, 1.419], [2.808, -0.333, 1.446], [3.803, -1.268, 0.328], [1.702, -2.102, -0.788], [0.216, -0.174, 1.055], [0.222, -1.936, 1.163], [-0.503, -1.141, -0.233], [2.307, 2.391, -1.692], [1.947, 1.549, 1.227], [0.677, 2.185, 0.184], [2.070, 3.186, 0.597], [4.360, 1.010, 0.109], [4.296, 2.724, -0.294], [4.582, 1.545, -1.562], [3.224, 0.422, -3.379], [3.957, -2.127, -1.843], [4.793, -0.583, -1.657], [4.840, -1.430, -3.197], [1.845, -2.312, -3.286], [2.856, -1.707, -4.603], [1.310, -0.948, -4.247]], "mulliken_charge": [0.393, -0.569, -0.457, 0.428, -0.624, -0.135, 0.545, -0.695, -0.263, -0.495, -0.481, 0.361, -0.685, -0.546, 0.866, -0.900, 0.255, -0.181, -0.467, -0.909, -0.726, 0.599, 0.263, 0.367, 0.049, 0.442, 0.416, 0.389, 0.446, 0.446, 0.473, 0.458, 0.428, 0.600, -0.876, -1.709, 0.661, -1.024, 0.903, 0.672, -1.510, -1.585, 0.335, -1.633, -1.329, 0.483, 0.214, 0.284, 0.562, 0.081, 0.635, -0.242, 0.594, 0.160, 0.112, 0.528, 0.226, 0.491, 0.348, 0.449, 0.297, 0.290, 0.479, 0.284, 0.493, 0.239], "fmax_ha_per_bohr": 0.0265, "homo_lumo_gap_ev": [6.924, 7.114], "total_energy_ev": -72049.107, "mol_weight_g_mol": 505.48, "total_charge": 0, "e_lumo_ev": [-0.1, -0.1], "relative_energy_ev": 0.902}


(3)
{"formula": "C2H4S", "method": "ωB97M-V/def2-TZVPD", "elements": ["C", "C", "S", "H", "H", "H", "H"], "xyz": [[0.752, -0.412, -0.190], [0.912, 1.042, -0.238], [2.349, -0.143, 0.092], [-1.794, -1.048, -1.754], [-1.251, -0.557, -1.399], [0.713, 1.491, -1.269], [0.802, 1.621, 0.678]], "mulliken_charge": [-0.254, -0.234, -0.055, 0.257, -0.236, 0.260, 0.262], "fmax_ha_per_bohr": 0.0436, "homo_lumo_gap_ev": 8.704, "total_energy_ev": -12969.322, "mol_weight_g_mol": 60.12, "total_charge": 0, "e_lumo_ev": -0.2, "relative_energy_ev": 4.009}


(4)
{"formula": "C4H10NO3", "method": "ωB97M-V/def2-TZVPD", "elements": ["C", "O", "C", "C", "C", "N", "O", "H", "H", "H", "H", "H", "H", "H", "H", "H", "H", "O"], "xyz": [[-0.209, -1.731, 1.482], [0.351, -2.826, 1.996], [-0.216, -1.568, -0.234], [-0.875, -0.208, -0.612], [0.055, 0.949, -1.041], [-0.206, 1.556, -2.367], [1.035, 1.382, -0.491], [-1.312, -1.345, 1.709], [0.393, -0.906, 1.798], [0.823, -1.566, -0.274], [-0.663, -2.273, -0.864], [-1.815, -0.301, -1.267], [-1.185, 0.066, 0.406], [0.432, 2.146, -2.860], [-0.720, 1.100, -2.987], [0.898, 2.331, 1.600], [1.949, 1.339, 1.738], [1.265, 1.855, 2.269]], "mulliken_charge": [-0.203, -0.861, -0.769, -0.161, 0.302, -0.456, -0.567, 0.154, 0.089, 0.246, 0.413, 0.288, 0.157, 0.215, 0.161, 0.292, 0.325, -0.625], "fmax_ha_per_bohr": 0.0966, "homo_lumo_gap_ev": 5.975, "total_energy_ev": -11941.253, "mol_weight_g_mol": 120.13, "total_charge": -1, "e_lumo_ev": 3.4, "relative_energy_ev": 4.144}


(5)
{"formula": "C16H9F5N4O2S2Y", "method": "ωB97M-V/def2-TZVPD", "elements": ["Y", "F", "C", "C", "F", "C", "F", "C", "S", "C", "F", "C", "F", "N", "C", "C", "C", "C", "C", "C", "S", "O", "O", "N", "C", "N", "C", "C", "C", "N", "H", "H", "H", "H", "H", "H", "H", "H", "H"], "xyz": [[0.821, -1.715, -1.895], [6.448, 0.505, 0.137], [5.306, -0.243, 0.194], [4.836, -0.854, -0.925], [5.348, -0.712, -2.134], [3.635, -1.542, -0.800], [3.118, -2.133, -1.946], [2.939, -1.734, 0.368], [1.355, -2.520, 0.442], [3.461, -1.119, 1.476], [2.779, -1.253, 2.610], [4.650, -0.404, 1.398], [5.075, 0.265, 2.470], [-5.185, 0.150, 2.517], [-4.373, -0.113, 1.450], [-3.034, -0.469, 1.579], [-2.242, -0.696, 0.441], [-2.795, -0.499, -0.815], [-4.137, -0.186, -0.959], [-4.929, 0.025, 0.150], [-1.915, -0.775, -2.257], [-1.332, -2.178, -2.199], [-2.695, -0.478, -3.426], [-0.532, -0.001, -2.149], [-0.036, 0.945, -1.286], [1.228, 0.602, -0.960], [1.951, 1.433, -0.238], [1.447, 2.646, 0.152], [0.123, 2.887, -0.181], [-0.685, 2.037, -0.868], [-4.774, 0.397, 3.439], [-6.050, 0.645, 2.204], [-2.597, -0.514, 2.596], [-1.193, -1.003, 0.581], [-4.587, -0.095, -1.916], [-5.997, 0.348, 0.003], [2.971, 1.145, -0.052], [2.043, 3.374, 0.725], [-0.443, 3.833, 0.074]], "mulliken_charge": [1.246, -0.292, 0.711, -0.009, -0.271, 0.354, -0.525, 0.370, -0.341, 0.433, -0.333, 0.055, -0.274, -0.530, 1.063, -0.994, 0.144, 0.153, -0.662, -0.635, 1.634, -0.752, -0.664, -0.768, 0.545, -0.026, 0.223, -0.990, -0.103, -0.426, 0.245, 0.227, 0.275, 0.081, 0.552, 0.205, 0.273, 0.396, 0.409], "fmax_ha_per_bohr": 0.0502, "homo_lumo_gap_ev": 7.336, "total_energy_ev": -63089.340, "mol_weight_g_mol": 537.30, "total_charge": 1, "e_lumo_ev": -4.0}


(6)
{"formula": "C38H42BN3O6S6Ta", "method": "ωB97M-V/def2-TZVPD", "elements": ["Ta", "S", "C", "C", "C", "C", "C", "C", "S", "C", "C", "C", "C", "C", "C", "C", "S", "C", "C", "C", "C", "C", "C", "S", "N", "H", "H", "H", "H", "H", "H", "H", "H", "H", "H", "H", "H", "H", "H", "H", "S", "C", "C", "N", "C", "H", "H", "H", "C", "C", "C", "C", "C", "C", "C", "S", "O", "O", "N", "C", "C", "C", "O", "O", "H", "H", "H", "H", "H", "H", "H", "H", "H", "H", "H", "H", "C", "C", "C", "O", "B", "O", "C", "C", "C", "H", "H", "H", "H", "H", "H", "H", "H", "H", "H", "H", "H"], "xyz": [[-1.053, 1.104, -0.077], [-1.262, -1.317, -0.044], [-0.358, -2.008, -1.401], [-0.851, -3.123, -2.062], [-0.130, -3.671, -3.115], [1.078, -3.116, -3.516], [1.575, -2.001, -2.858], [0.854, -1.461, -1.806], [1.409, -0.039, -0.930], [2.150, -0.861, 0.543], [1.772, -0.196, 1.843], [2.501, 1.015, 2.420], [2.764, -0.266, 4.500], [1.281, -0.034, 4.692], [0.403, -0.246, 3.704], [-1.094, -0.217, 3.852], [-1.998, 0.858, 2.679], [-1.505, 2.495, 3.188], [-1.051, 2.790, 4.463], [-0.686, 4.092, 4.784], [-0.780, 5.094, 3.835], [-1.239, 4.801, 2.557], [-1.600, 3.504, 2.225], [-2.242, 3.135, 0.616], [0.790, -0.723, 2.451], [-1.798, -3.553, -1.764], [-0.521, -4.538, -3.630], [1.627, -3.545, -4.343], [2.510, -1.548, -3.162], [3.228, -0.882, 0.383], [1.764, -1.877, 0.559], [4.303, 0.450, 3.342], [3.296, -0.179, 5.445], [0.935, 0.218, 5.686], [-1.414, 0.039, 4.859], [-1.483, -1.211, 3.623], [-0.975, 2.023, 5.220], [-0.331, 4.313, 5.782], [-0.498, 6.108, 4.084], [-1.316, 5.579, 1.809], [-5.756, -0.066, 0.190], [-5.573, 1.331, -0.775], [-4.264, 1.597, -0.954], [-3.393, 0.701, -0.347], [-4.084, -0.221, 0.289], [-6.417, 1.876, -1.161], [-3.865, 2.404, -1.545], [-3.634, -1.042, 0.822], [1.508, -6.552, 0.001], [2.131, -5.490, 0.862], [1.378, -4.786, 1.795], [1.949, -3.807, 2.597], [3.300, -3.528, 2.467], [4.075, -4.230, 1.548], [3.492, -5.201, 0.755], [4.152, -2.183, 3.273], [5.179, -2.743, 4.148], [2.873, -1.709, 4.147], [3.334, 0.642, 3.561], [3.253, 1.867, 1.390], [2.405, 3.012, 0.784], [1.058, 2.551, 0.339], [0.568, 2.623, -0.805], [0.332, 1.901, 1.192], [0.420, -6.499, 0.033], [1.804, -7.547, 0.337], [1.826, -6.450, -1.037], [0.321, -5.005, 1.897], [1.348, -3.260, 3.308], [5.135, -4.019, 1.459], [4.101, -5.747, 0.045], [1.708, 1.630, 2.847], [3.656, 1.251, 0.584], [4.112, 2.328, 1.878], [2.918, 3.483, -0.052], [2.230, 3.768, 1.555], [-3.229, 0.152, -4.602], [-1.920, 0.918, -4.490], [-0.988, 0.543, -5.625], [-1.303, 0.478, -3.242], [-1.527, 1.441, -2.302], [-2.078, 2.583, -2.808], [-2.100, 2.458, -4.267], [-0.940, 3.294, -4.782], [-3.419, 3.021, -4.758], [-3.010, -0.916, -4.618], [-3.767, 0.407, -5.514], [-3.878, 0.351, -3.747], [-0.893, -0.542, -5.668], [0.005, 0.968, -5.488], [-1.385, 0.886, -6.582], [0.008, 2.955, -4.363], [-1.089, 4.330, -4.480], [-0.874, 3.259, -5.869], [-4.271, 2.516, -4.307], [-3.500, 2.928, -5.843], [-3.473, 4.081, -4.508]], "mulliken_charge": [-1.347, -0.259, 1.021, -1.096, -0.708, -0.949, -0.690, 0.076, -0.177, -0.974, 0.767, 0.321, -0.251, -1.485, 0.739, -1.149, 0.188, 0.294, -0.397, -0.824, -0.764, -0.483, 0.680, -0.413, 0.495, 0.573, 0.503, 0.499, 0.586, 0.702, 0.177, 0.414, 0.641, 0.422, 0.741, 0.437, 0.309, 0.438, 0.405, 0.509, -0.156, -0.344, -0.957, 0.587, -0.314, 0.454, 0.466, 0.284, -1.650, 0.966, -0.619, 0.007, 0.232, -0.767, -0.726, 0.545, -0.733, -0.379, -0.331, -1.220, -1.138, 0.259, -0.328, 0.808, 0.359, 0.385, 0.362, 0.380, 0.393, 0.441, 0.421, -0.125, 0.223, 0.503, 0.526, 0.377, -1.840, 1.672, -1.965, 0.189, 1.657, -0.178, 1.568, -1.916, -1.870, 0.424, 0.394, 0.228, 0.421, 0.347, 0.393, 0.229, 0.521, 0.383, 0.337, 0.368, 0.470], "fmax_ha_per_bohr": 0.0100, "homo_lumo_gap_ev": 7.039, "total_energy_ev": -124081.237, "mol_weight_g_mol": 1020.93, "total_charge": 1, "e_lumo_ev": -3.6, "relative_energy_ev": 0.000}


(7)
{"formula": "C9H4BrCrNO4", "method": "ωB97M-V/def2-TZVPD", "elements": ["Cr", "O", "C", "C", "O", "C", "O", "C", "O", "Br", "C", "C", "C", "C", "N", "C", "H", "H", "H", "H"], "xyz": [[1.351, 0.258, -1.097], [0.485, -1.263, -3.589], [0.765, -0.698, -2.607], [1.032, 2.083, -0.802], [0.928, 3.188, -0.441], [2.396, -0.482, 0.275], [3.028, -0.761, 1.216], [2.948, 0.731, -1.995], [3.927, 1.030, -2.525], [-1.432, 0.859, 3.893], [-1.401, 0.150, 2.143], [-2.477, -0.608, 1.682], [-2.420, -1.115, 0.386], [-1.307, -0.859, -0.412], [-0.272, -0.125, 0.046], [-0.302, 0.386, 1.315], [-3.328, -0.789, 2.328], [-3.222, -1.714, -0.040], [-1.241, -1.245, -1.432], [0.542, 0.974, 1.658]], "mulliken_spin": [2.146, -0.006, -0.012, -0.113, 0.092, -0.119, 0.096, -0.111, 0.056, 0.663, 0.066, 0.060, -0.045, 0.125, -0.103, 0.190, 0.000, 0.001, -0.006, 0.018], "fmax_ha_per_bohr": 0.1889, "spin_multiplicity": 4, "homo_lumo_gap_ev": [7.962, 5.785], "total_energy_ev": -117504.862, "mol_weight_g_mol": 322.03, "total_charge": 3, "e_lumo_ev": [-14.8, -16.2]}